[1]
This record from the OMol25 dataset describes the molecule C6H11N. The level of theory is ωB97M-V with the def2-TZVPD basis set.

XYZ file:
```
18
Properties=species:S:1:pos:R:3:forces:R:3
C -1.832 0.740 -0.310 -0.0153 -0.1367 -0.2044
C -0.503 0.441 -0.893 0.0446 0.0931 -0.0047
C 0.521 -0.105 0.166 0.0923 -0.0655 -0.0649
C 1.962 0.098 -0.299 0.0570 0.0119 -0.0344
C 0.262 -1.588 0.469 -0.0394 -0.1028 0.0193
C 0.204 0.649 1.439 -0.6334 0.2385 -0.0260
N -0.906 1.135 1.580 0.5614 -0.2648 -0.1018
H -2.351 1.607 -0.721 0.0619 -0.0986 0.1185
H -1.799 1.574 1.385 -0.0099 0.0472 0.0644
H -2.497 -0.112 -0.152 0.0716 0.1538 0.0283
H -0.073 1.340 -1.350 -0.0638 -0.1272 0.0522
H -0.564 -0.332 -1.672 0.0234 0.0727 0.1286
H 2.188 1.161 -0.431 -0.0395 -0.1362 0.0290
H 2.671 -0.316 0.424 -0.1189 0.0569 -0.0890
H 2.117 -0.406 -1.259 -0.0248 0.0568 0.1258
H 0.906 -1.940 1.281 -0.0868 0.0649 -0.1097
H -0.780 -1.756 0.763 0.1367 0.0313 -0.0361
H 0.472 -2.191 -0.422 -0.0173 0.1045 0.1048
```
Positions in Å, forces in eV/Å.

Output
HOMO-LUMO gap (spin up / spin down), Eh: 0.30137 / 0.30136
Relative energy (zero: lowest compared OMol25 entry of this formula, charge and spin), eV: 4.217
Multiplicity: 1
Calculated total energy, eV: -7886.314

=====

[2]
This record from the OMol25 dataset describes a structure of composition C9H17NSi2 at a distorted geometry. The level of theory is ωB97M-V with the def2-TZVPD basis set.

XYZ file:
```
29
Properties=species:S:1:pos:R:3:forces:R:3
C 1.951 0.202 1.573 0.0779 -0.9278 0.5172
C 2.167 0.914 -0.689 1.6670 0.8393 -0.8550
C 1.817 -1.062 1.139 0.8740 -1.3438 2.6307
C 2.128 -0.372 -1.002 -2.1134 -1.7673 -3.2203
C 1.719 1.312 0.631 -2.7083 -1.2513 0.1052
C -1.871 1.571 1.722 0.5282 -0.9748 0.5434
C -1.171 2.413 -1.120 2.1157 0.0492 -0.4714
C -1.419 -2.340 0.752 0.5405 1.0086 2.4361
C -0.423 -1.795 -2.108 -2.1800 -1.9630 -2.9703
N 1.388 -1.294 -0.164 1.3648 0.2060 -0.1919
Si -0.682 1.053 0.284 0.5000 2.7309 -1.1950
Si -0.319 -1.140 -0.415 -1.2246 -1.4043 1.8684
H 2.285 0.376 2.584 0.0961 0.1836 0.1490
H 2.741 1.581 -1.360 -0.7149 -0.1433 0.4352
H 2.107 -2.017 1.745 -0.6941 2.0187 -0.8595
H 2.176 -0.766 -2.082 0.7510 0.7804 1.7558
H 2.019 2.259 0.983 0.0494 1.1067 0.2682
H -2.472 0.659 1.976 0.3129 0.7957 -0.0959
H -1.159 1.708 2.592 -1.1557 0.3221 -0.6465
H -2.584 2.434 1.515 1.3235 -1.0320 0.2622
H -0.804 3.469 -0.761 -0.1703 -2.0032 -0.8608
H -0.690 2.072 -2.159 -0.9645 1.1621 2.2074
H -2.238 2.594 -1.261 -0.0866 -0.5753 0.0284
H -1.696 -3.262 0.287 0.1457 -0.6810 -0.5055
H -1.107 -2.622 1.884 -0.0539 0.7731 -2.6854
H -2.392 -1.849 0.965 0.3899 0.0697 -0.3781
H -0.705 -1.069 -2.945 0.4553 -0.9572 1.1094
H 0.500 -2.369 -2.416 -0.7699 0.9055 0.4926
H -1.262 -2.662 -2.151 1.6444 2.0726 0.1261
```
Positions in Å, forces in eV/Å.

Output
HOMO-LUMO gap, Eh: 0.29018
Relative energy (zero: lowest compared OMol25 entry of this formula, charge and spin), eV: 0.374
Multiplicity: 1
Calculated total energy, eV: -26851.604

=====

[3]
This record from the OMol25 dataset describes a cluster of 10 separate species, C4H28N2O11 in total at a distorted geometry. The level of theory is ωB97M-V with the def2-TZVPD basis set.

XYZ file:
```
45
Properties=species:S:1:pos:R:3:forces:R:3
N -1.660 0.333 -1.853 -1.6137 -1.1037 -0.9080
C -0.779 -0.776 -1.505 0.4134 -0.2958 0.3076
C -0.460 -0.850 -0.167 1.8639 0.3437 0.5924
O -1.016 -0.097 0.725 -0.7653 0.2270 -0.2112
N 0.617 -1.591 0.312 -0.7305 -0.7439 -1.1846
C 1.631 -2.077 -0.598 0.1654 0.5493 -0.2780
C 2.557 -0.954 -1.089 1.2360 0.9999 -0.0083
O 2.281 -0.303 -2.338 -0.5366 -0.1160 -0.2506
H -2.633 0.052 -1.639 0.2089 0.5605 0.3843
H -1.679 0.392 -2.878 0.4167 0.7025 0.4343
H -1.410 1.234 -1.390 0.1468 0.0314 -0.4922
H -0.334 -1.266 -2.363 0.0430 0.0966 0.5356
H 0.839 -1.606 1.295 -0.1703 0.3215 0.0222
H 2.280 -2.808 -0.091 -0.4963 0.1448 -0.1105
H 1.171 -2.561 -1.488 0.2511 -0.0107 0.5746
H 3.591 -1.331 -1.150 -0.2160 -0.1341 -0.0049
H 2.615 -0.071 -0.412 -0.3103 -0.9479 0.1101
H 1.974 -0.940 -2.991 0.1599 -0.0950 0.0594
O -0.859 2.546 -0.433 -0.0795 -0.1493 0.6302
H -0.941 1.913 0.304 -0.0432 0.0066 -0.0961
H -0.006 2.965 -0.264 0.1245 0.1226 -0.4201
O -2.224 -1.790 2.603 0.2200 -0.4080 0.1243
H -2.867 -1.259 3.083 0.1200 0.1435 -0.1535
H -1.559 -1.197 2.210 -0.5402 -0.0357 -0.1680
O -2.769 -3.351 -0.372 -0.7318 -0.4121 0.0627
H -2.247 -3.107 -1.138 0.3824 0.3363 0.2993
H -2.364 -3.028 0.438 0.3501 0.1191 -0.1554
O 0.393 2.134 -3.480 -0.9760 -0.7495 -0.9953
H 0.428 3.042 -3.183 0.6434 -0.1478 0.6085
H 1.003 1.509 -3.077 0.3591 0.6431 0.5156
O 1.794 1.767 1.543 -0.8128 -0.0737 0.2804
H 2.163 2.205 2.321 0.0679 0.1605 -0.1418
H 0.883 1.484 1.900 1.2737 0.1804 -0.2341
O -3.780 -0.133 0.508 0.5277 -0.0167 -0.3443
H -2.853 0.165 0.417 -0.2579 0.0528 0.4261
H -3.600 -1.050 0.760 -0.3951 -0.0839 -0.0299
O 2.372 -0.741 2.722 -0.2270 -0.6807 -0.8843
H 2.585 -0.689 3.652 0.1397 0.6093 0.0261
H 2.319 0.113 2.243 0.1656 -0.1825 0.8062
O 2.288 3.442 -0.800 -0.2172 -1.0880 0.5100
H 2.090 3.059 0.078 0.0429 0.5450 0.1163
H 2.567 2.599 -1.191 0.1318 0.3894 -0.5866
O -0.157 0.951 3.012 -1.3381 -0.3929 0.1378
H -0.799 0.502 2.407 0.7004 0.4924 0.0174
H -0.047 0.302 3.715 0.3036 0.0898 0.0764
```
Positions in Å, forces in eV/Å.

Output
HOMO-LUMO gap, Eh: 0.30308
Relative energy (zero: lowest compared OMol25 entry of this formula, charge and spin), eV: 2.971
SMILES string: [NH3+]/C=C(\[O-])NCCO.O.O.O.O.O.O.O.O.O
Multiplicity: 1
Calculated total energy, eV: -30104.958

=====

[4]
This record from the OMol25 dataset describes a cluster of 2 separate species, C2H4O3S in total at a distorted geometry. The level of theory is ωB97M-V with the def2-TZVPD basis set.

XYZ file:
```
10
Properties=species:S:1:pos:R:3:forces:R:3
O 1.283 0.097 1.553 0.5939 0.7115 -0.6048
C 1.152 0.622 0.481 0.3905 -0.7867 -1.3358
C -0.265 1.008 -0.063 0.0403 -0.5940 0.3428
O -0.455 1.210 -1.235 0.2294 0.4746 0.5418
S -1.522 0.749 1.136 0.3044 0.2586 0.7868
H 1.945 0.660 -0.374 -0.8714 0.1433 1.4672
H -0.630 0.436 2.166 -0.7733 0.2631 -1.0224
O -0.235 -1.462 -0.877 -0.5171 0.0025 -0.7387
H -0.819 -1.033 -1.508 -0.0290 1.6591 0.1563
H -0.453 -2.287 -1.279 0.6323 -2.1320 0.4068
```
Positions in Å, forces in eV/Å.

Output
HOMO-LUMO gap, Eh: 0.34685
Relative energy (zero: lowest compared OMol25 entry of this formula, charge and spin), eV: 0.491
SMILES string: O=CC(=O)S.O
Multiplicity: 1
Calculated total energy, eV: -19115.332